Entry from OMol25: 2 unconnected molecules or ions with the total composition C12H14NO2 (ωB97M-V with the def2-TZVPD basis set).

The geometry in XYZ format:
```
29
Properties=species:S:1:pos:R:3:forces:R:3
C 2.2900 2.5762 -0.3661 -2.2 1.5 -0.5
C 3.6051 2.1626 -0.3724 1.1 -1.6 -0.4
C 1.2016 1.7233 -0.2115 2.4 -1.4 0.0
C 3.8747 0.8161 -0.1803 0.2 -3.3 0.4
C 1.5012 0.3653 0.0269 -1.8 -0.9 -0.6
C 2.8047 -0.1222 0.0695 0.8 3.0 0.2
C 0.6629 -0.8338 0.2285 -1.8 3.7 0.3
C 2.8688 -1.4921 0.4479 1.1 -1.6 -0.4
C -2.5014 -0.2468 1.6398 -1.9 2.5 -0.7
C -3.2795 0.1900 -0.8356 -0.5 2.0 4.2
C -1.4951 -2.2178 -0.6362 -1.5 -0.3 -0.1
C -2.0231 0.0601 0.1780 -1.6 0.6 -1.3
N -1.2003 -0.8328 -0.5383 4.2 -1.7 2.7
O 3.5939 -2.3602 0.7372 -0.7 1.0 -0.1
O 1.2541 -1.8861 0.4634 0.2 -1.6 -0.4
H 1.9556 3.6205 -0.6047 1.0 -0.9 0.3
H 4.4283 2.7670 -0.7102 0.0 0.5 0.3
H 0.2502 2.0763 -0.4514 -1.4 0.4 0.1
H 4.8319 0.2019 -0.2645 -0.7 1.9 0.1
H -1.6640 -0.4476 2.1824 2.4 -1.0 1.7
H -2.8320 0.7757 2.1028 0.3 -1.8 -1.1
H -3.2971 -0.9899 1.8494 0.5 0.4 -0.7
H -2.9136 0.0869 -1.8002 0.2 -0.1 -2.0
H -3.5618 1.3172 -0.5913 -0.3 -2.6 -0.9
H -4.0046 -0.6079 -0.4933 0.4 1.3 -0.8
H -1.5199 -2.8009 0.3361 0.0 1.0 -0.6
H -0.8194 -2.7822 -1.2805 0.0 0.4 -0.1
H -2.5147 -2.1456 -1.0400 0.0 -1.2 0.0
H -1.4966 1.0268 0.1144 -0.3 -0.4 0.6
```
Forces are in eV/Å.

Properties
ΔE to the lowest compared entry with this formula, charge and spin   14.2 kcal per mole
2S+1   3
Electronic energy   -670.41660 a.u.
Charge   +1
<S²>   2.019
Gap between HOMO and LUMO (alpha / beta)   6.60 / 6.83 eV
HOMO energy (alpha / beta)   -11.2 / -13.6 eV


Entry from OMol25: a molecular structure, C12H14O11S (ωB97M-V with the def2-TZVPD basis set).

The geometry in XYZ format:
```
38
Properties=species:S:1:pos:R:3:forces:R:3
O 1.8563 -1.4004 2.7075 -1.4 3.4 0.5
S 1.4191 -0.0064 2.8895 2.3 -2.5 1.3
O 2.3432 0.8925 3.6045 -1.8 -0.9 -2.2
O 0.0129 0.0527 3.8296 0.6 0.1 -1.7
C -0.8167 0.9442 3.0212 1.2 0.6 -1.2
C -0.5867 0.3372 1.5856 -1.5 -1.2 1.1
C -1.6059 0.7378 0.4724 -0.1 0.3 0.8
O -1.2191 0.4607 -0.8408 -0.3 1.3 0.3
C -0.2288 1.3262 -1.3319 0.8 -1.3 -1.6
O -0.4338 2.7194 -1.0568 0.9 -0.4 0.3
C 0.8622 3.2872 -0.8490 0.0 0.9 0.0
C 0.8550 4.8356 -1.0738 0.8 -0.3 -0.1
O 1.1030 5.5207 0.1776 -0.5 -0.1 -0.5
O 0.8373 0.5430 1.4114 0.5 0.2 2.3
H -1.8615 1.0940 3.3463 0.7 -0.6 0.2
H -0.2052 1.8823 3.0783 -1.3 0.0 -0.3
H -0.6630 -0.7608 1.7662 -0.3 0.5 -0.6
H -2.5157 0.1190 0.6582 0.8 0.2 0.0
H -1.9444 1.7922 0.6442 0.5 -0.5 -0.4
H 0.7688 0.9392 -1.0070 -0.7 0.5 0.2
H -0.2333 1.2105 -2.4434 -0.2 -0.2 0.8
H 1.1995 3.0896 0.1939 -0.1 0.1 -0.6
H 1.6192 2.8575 -1.5474 -0.6 0.1 0.4
H -0.0606 5.2091 -1.5805 0.3 -0.4 0.6
H 1.7107 5.0917 -1.7456 -0.6 -0.3 0.3
H 1.9113 6.0152 0.0509 0.1 0.1 0.2
C 0.3327 -3.8220 -0.1335 0.5 1.6 -0.2
C -0.2461 -5.0671 -0.1882 -0.5 -1.3 0.1
C -0.9644 -5.3656 -1.5175 -0.3 1.0 -1.6
O -1.4796 -6.4571 -1.7789 0.1 -0.4 0.6
C -1.0438 -4.2990 -2.5136 -0.5 -1.4 0.3
C -0.4774 -3.0514 -2.4521 0.5 1.2 -0.1
C 0.3302 -2.7934 -1.1679 0.2 -1.2 1.5
O 0.9676 -1.7512 -0.9752 0.0 0.7 -0.4
O -0.5447 -2.1263 -3.3126 0.0 -0.4 0.2
O -0.2442 -5.9577 0.7047 0.1 0.5 -0.3
H 0.8714 -3.5285 0.7642 0.1 -0.1 0.0
H -1.6255 -4.5706 -3.3907 0.0 0.1 -0.1
```
Forces are in eV/Å.

Properties
Electronic energy   -1691.35467 a.u.
Charge   -2
Gap between HOMO and LUMO   3.44 eV
HOMO energy   0.3 eV


Entry from OMol25: a molecular structure, C12H15BN2O9Pb3 (ωB97M-V with the def2-TZVPD basis set).

The geometry in XYZ format:
```
42
Properties=species:S:1:pos:R:3:forces:R:3
Pb 5.5209 -12.6475 9.5073 0.4 -0.6 0.0
Pb 4.0024 -17.7247 9.4072 0.3 0.5 0.2
Pb 8.4715 -17.7788 6.1870 0.3 0.6 1.0
O 11.0149 -19.9849 15.9881 -0.6 2.0 -0.7
C 10.7002 -18.8405 15.8255 0.8 -2.3 -1.5
O 10.5301 -18.1109 14.7266 0.6 -0.5 0.0
B 10.3008 -16.6869 15.0096 -0.6 0.6 0.9
O 10.1188 -16.6674 16.4692 0.9 -2.6 1.5
C 10.3705 -17.9055 17.0019 -1.9 2.5 6.8
O 10.2550 -18.2382 18.2240 0.8 1.6 -6.5
O 8.9789 -16.1918 14.4421 1.8 0.3 -0.9
C 9.2504 -15.1256 13.7209 -2.8 2.6 -0.8
O 8.4284 -14.3643 13.1937 2.1 -2.3 0.9
C 10.7951 -14.7831 13.8163 3.1 3.1 -1.4
O 11.3413 -15.6668 14.6091 -1.3 -1.7 0.1
O 11.4257 -13.8358 13.3084 -3.0 -3.2 1.4
O 6.9651 -15.7483 8.5926 -0.3 -0.4 -0.3
H 7.5825 -15.7324 9.3495 -0.2 -0.2 -0.4
C 16.0200 -11.9034 8.6563 2.0 -0.7 -0.7
C 15.0531 -12.9629 8.9951 -1.8 -1.4 1.1
C 14.4513 -13.6810 7.7471 0.8 1.3 0.1
C 13.3812 -14.6412 7.9878 -2.9 -2.5 0.2
N 12.5095 -15.4369 8.1191 2.8 2.8 -0.5
H 15.7771 -11.4365 7.7017 0.0 0.6 0.3
H 16.9468 -12.4507 8.4842 0.4 0.2 -0.5
H 16.3243 -11.2498 9.4737 -0.7 0.3 -0.2
H 14.2287 -12.5397 9.5691 -0.3 0.0 -0.1
H 15.4644 -13.7254 9.6565 0.3 0.1 0.0
H 15.2246 -14.1229 7.1188 0.1 -0.4 0.2
H 14.1392 -12.8273 7.1455 -0.8 -0.3 -0.3
C 8.5026 -24.7197 9.5038 1.1 2.1 1.6
C 9.5181 -24.1462 10.6033 -0.9 -0.8 -1.3
C 9.0101 -22.8666 11.3269 -0.4 -2.0 0.6
C 8.8787 -21.7328 10.5014 0.3 4.2 -3.3
N 8.7932 -20.7854 9.8005 -0.1 -2.5 1.8
H 7.5247 -24.7768 9.9818 0.0 -0.6 -0.2
H 8.8852 -25.6489 9.0813 -0.3 0.2 0.0
H 8.4585 -23.8951 8.7924 -0.2 -0.4 -0.7
H 10.4432 -23.8983 10.0828 0.2 -0.2 0.3
H 9.6620 -24.9767 11.2944 0.3 0.5 0.4
H 9.6220 -22.6504 12.2026 0.0 0.1 0.0
H 7.9791 -23.0337 11.6388 -0.1 -0.3 0.5
```
Forces are in eV/Å.

Properties
ΔE to the lowest compared entry with this formula, charge and spin   232.9 kcal per mole
Electronic energy   -1854.42070 a.u.
Charge   +4
Gap between HOMO and LUMO   1.57 eV
HOMO energy   -17.5 eV


Entry from OMol25: a molecular structure, C12H15BeNO5 (ωB97M-V with the def2-TZVPD basis set).

The geometry in XYZ format:
```
34
Properties=species:S:1:pos:R:3:forces:R:3
Be -0.0574 -0.3116 -1.2727 2.2 2.1 1.3
C 0.0348 0.4163 0.8830 2.5 2.1 3.2
O 0.7642 0.9180 1.6154 -2.4 -1.7 -2.0
C -2.0055 -1.5031 0.7020 -0.8 0.3 2.4
O -2.3137 -1.3407 1.7833 0.5 -0.5 -2.2
C 0.6238 -1.8633 -0.4712 2.0 -5.0 1.5
O 0.9183 -2.9598 -0.2741 -1.0 4.2 -0.6
C -1.6038 0.6284 -1.3520 -5.7 3.1 -0.2
O -2.6701 1.0581 -1.4834 4.7 -1.7 0.5
C -0.5140 -1.2765 -2.6455 -2.6 -3.1 -1.6
H -0.8341 -0.6406 -3.4730 -0.2 0.7 0.6
H 0.2661 -1.9362 -3.0297 0.5 0.0 0.8
C -1.5351 -1.9217 -1.9102 0.2 -1.2 -4.1
H -1.4266 -2.9714 -1.6061 0.3 0.6 0.6
H -2.5888 -1.6418 -2.0312 0.4 0.4 0.7
O 1.2376 0.6414 -1.3307 -1.3 -0.8 0.0
C 1.8508 1.7674 -1.3039 1.5 -0.2 -1.0
C 1.3473 3.0133 -0.6547 0.2 0.3 0.4
C 2.3356 3.6441 0.3981 -0.5 0.1 0.0
C 3.4922 4.4416 -0.2142 0.0 -0.4 0.3
C 4.4491 3.5652 -0.9994 0.4 0.2 -0.4
C 3.8087 2.9396 -2.2560 0.8 0.3 0.7
N 3.0253 1.7440 -1.9234 -1.4 0.3 0.1
H 1.2100 3.7634 -1.4541 -0.2 -0.3 0.2
H 0.3767 2.8070 -0.1764 0.3 0.2 -0.3
H 1.7425 4.3708 0.9719 0.0 -0.4 0.0
H 2.6845 2.8598 1.1037 -0.1 0.5 -0.4
H 3.1116 5.2585 -0.8509 0.0 -0.3 0.2
H 4.0377 4.9086 0.6148 -0.1 0.0 -0.2
H 5.2774 4.1864 -1.3538 0.0 -0.1 0.0
H 4.9045 2.7930 -0.3520 -0.3 0.2 -0.4
H 3.1608 3.6781 -2.7537 0.2 -0.3 0.0
H 4.6158 2.6537 -2.9357 -0.4 -0.2 0.0
H 3.1986 0.8548 -2.3818 0.3 0.2 0.0
```
Forces are in eV/Å.

Properties
ΔE to the lowest compared entry with this formula, charge and spin   36.5 kcal per mole
Electronic energy   -911.32726 a.u.
Charge   +2
Gap between HOMO and LUMO   7.57 eV
HOMO energy   -16.9 eV


Entry from OMol25: a molecular structure, C12H15Br3ClN2O2S (ωB97M-V with the def2-TZVPD basis set).

The geometry in XYZ format:
```
36
Properties=species:S:1:pos:R:3:forces:R:3
C -0.6294 -2.2238 1.6449 0.5 -0.1 0.1
C 0.1738 -1.1501 1.5373 -0.9 -0.2 0.1
C -0.1989 0.2896 1.2883 1.1 -0.1 1.8
C -1.4156 0.9343 1.9719 -0.5 -0.3 -0.2
Br -0.8751 1.9454 3.5995 0.2 0.1 -0.2
N -2.5158 0.0678 2.3460 0.6 1.0 0.1
C -2.6238 -0.4133 3.4464 -0.1 -1.1 -0.8
S -2.7346 -1.3617 4.6705 -0.3 0.1 0.7
C -1.7982 2.0134 0.9692 0.0 0.0 0.0
O -2.8127 2.6290 0.9254 -0.6 0.3 0.2
O -0.7842 2.1922 0.1299 0.0 -0.4 0.1
C -0.1194 0.8821 -0.1647 -0.1 1.3 0.2
C -0.9996 0.3340 -1.3040 -0.2 -0.5 0.2
C -1.9522 -0.8392 -0.9794 0.0 -0.1 -0.8
N -1.4463 -2.1600 -1.3645 -0.3 0.1 0.4
C 1.3574 1.2898 -0.5577 -0.9 -0.6 -0.7
Br 1.3112 3.1246 -1.3151 0.1 0.0 0.0
C 2.0449 0.4276 -1.6189 1.1 0.6 -0.3
C 3.4781 0.9320 -1.8763 0.0 -0.8 -0.2
Br 2.0607 -1.4719 -1.0888 -1.5 0.7 0.6
H -0.3047 -3.1381 1.1555 0.6 -0.5 1.2
H -1.5341 -2.2950 2.2283 -0.8 0.4 -1.1
H 1.2336 -1.3167 1.6616 0.2 -0.1 -1.4
H 0.6142 0.8200 1.7875 0.1 0.2 -0.3
H -1.6220 1.1630 -1.6353 0.1 0.2 0.0
H -0.4258 0.0387 -2.1771 0.3 0.0 0.1
H -2.3128 -0.8410 0.0455 0.1 0.0 0.1
H -2.8323 -0.6917 -1.6077 -0.2 0.1 0.2
H -1.4387 -2.1837 -2.3763 0.2 -0.2 0.0
H -0.4834 -2.2519 -1.0621 0.1 0.0 -0.1
H 1.9867 1.3677 0.3223 0.0 0.0 0.1
H 1.5356 0.4743 -2.5762 -0.4 -0.1 0.1
H 3.4436 1.9350 -2.2859 0.0 0.1 0.0
H 4.0506 0.1948 -2.5373 -1.0 1.3 0.8
H 3.9937 0.9198 -0.9146 0.3 0.2 0.0
Cl 4.5754 -1.6371 -2.2883 2.2 -1.7 -0.9
```
Forces are in eV/Å.

Properties
Electronic energy   -9306.63227 a.u.
Charge   -1
Gap between HOMO and LUMO   5.39 eV
HOMO energy   -3.9 eV


Entry from OMol25: a molecular structure, C12H15BrN2 (ωB97M-V with the def2-TZVPD basis set).

The geometry in XYZ format:
```
30
Properties=species:S:1:pos:R:3:forces:R:3
C -2.0960 2.1411 -2.6247 0.1 1.2 -0.4
C -0.7659 2.4228 -2.4843 0.7 2.5 -1.9
C -2.6886 1.1149 -1.9636 1.3 -0.8 1.0
C 0.0450 1.6555 -1.6823 0.9 1.4 -1.3
C -1.8576 0.3475 -1.1642 -0.8 -0.7 0.4
C -0.4555 0.5865 -1.0298 -4.3 0.3 -0.8
C -2.3171 -0.7873 -0.2231 0.7 4.2 1.9
C 1.6923 -0.6870 2.7085 0.8 -0.5 1.7
C 1.4361 -1.8324 1.7869 1.7 -2.6 -1.1
C 1.3349 0.5412 1.8977 -0.5 0.2 -1.1
C 2.0704 -1.3650 0.4575 -1.0 -0.5 1.3
C 1.3488 -0.0112 0.3302 4.9 0.3 2.3
N 0.2206 -0.2523 -0.3094 -5.1 -3.4 -0.6
N -1.1841 -1.4396 0.2299 4.4 -0.1 0.9
Br -0.7554 -3.0372 -0.6788 -0.2 0.3 -0.3
H -2.7073 2.8312 -3.1382 -0.5 0.6 -0.8
H -0.4089 3.3620 -3.1114 -0.3 -2.2 1.6
H -3.7399 1.0424 -2.0458 -0.9 -0.6 0.2
H 1.0926 1.8116 -1.6587 0.8 0.5 0.1
H -2.7240 -0.3323 0.7806 0.3 -0.5 -1.8
H -3.0134 -1.4342 -0.5963 -1.8 -1.6 -1.3
H 1.1135 -0.8384 3.6448 0.3 0.5 -0.5
H 2.7437 -0.5890 2.9942 0.0 -0.4 0.1
H 1.9000 -2.9411 1.9192 -1.4 2.6 0.7
H 0.3552 -1.7998 1.6505 0.1 -1.0 0.0
H 0.3294 0.8531 2.1909 0.0 0.2 -0.5
H 2.0267 1.3915 2.1044 -0.5 -0.6 -0.5
H 3.1101 -1.2529 0.6058 1.3 0.3 0.3
H 1.9391 -2.1875 -0.2596 -0.3 1.0 -0.5
H 1.9551 0.6860 -0.3309 -0.7 -0.6 0.8
```
Forces are in eV/Å.

Properties
ΔE to the lowest compared entry with this formula, charge and spin   65.6 kcal per mole
Electronic energy   -3149.59272 a.u.
Charge   0
Gap between HOMO and LUMO (alpha / beta)   7.30 / 7.30 eV
HOMO energy (alpha / beta)   -7.6 / -7.6 eV